{"formula": "C14H46N4O9", "method": "ωB97M-V/def2-TZVPD", "elements": ["N", "C", "N", "O", "H", "H", "H", "H", "N", "C", "N", "O", "H", "H", "H", "H", "C", "C", "O", "H", "H", "H", "H", "H", "H", "C", "C", "O", "H", "H", "H", "H", "H", "H", "C", "C", "O", "H", "H", "H", "H", "H", "H", "C", "C", "O", "H", "H", "H", "H", "H", "H", "C", "C", "O", "H", "H", "H", "H", "H", "H", "C", "O", "H", "H", "H", "H", "C", "O", "H", "H", "H", "H"], "coordinates": [[0.071, -5.900, 0.903], [-0.379, -4.822, 0.336], [-0.308, -4.881, -0.963], [-0.608, -3.678, 1.113], [0.092, -5.956, 1.909], [-0.029, -6.875, 0.412], [-0.450, -3.972, -1.362], [0.022, -5.701, -1.499], [-1.380, 1.917, -2.452], [-0.448, 2.787, -2.285], [-0.578, 3.752, -3.147], [0.513, 2.689, -1.369], [-1.396, 1.246, -1.672], [-2.296, 2.109, -2.917], [0.258, 4.311, -3.228], [-1.215, 3.780, -3.953], [-0.694, 1.034, 1.249], [-1.298, -0.278, 0.728], [-1.778, -0.117, -0.568], [0.307, 1.240, 0.830], [-0.477, 0.910, 2.301], [-1.326, 1.945, 1.198], [-2.101, -0.617, 1.415], [-0.584, -1.081, 0.796], [-1.741, -1.032, -0.934], [2.384, 1.787, 2.890], [2.013, 2.870, 1.919], [2.436, 2.498, 0.652], [3.446, 1.780, 3.161], [2.130, 0.786, 2.460], [1.835, 1.863, 3.858], [2.634, 3.746, 2.151], [1.000, 3.125, 1.929], [1.725, 2.860, 0.119], [1.833, -2.020, 2.817], [2.346, -3.471, 2.930], [3.797, -3.559, 2.806], [2.355, -1.394, 3.572], [0.734, -1.887, 3.099], [1.925, -1.645, 1.825], [1.853, -4.088, 2.170], [2.239, -3.947, 3.891], [4.051, -3.546, 1.882], [-3.439, -2.987, -1.229], [-2.528, -2.657, -2.436], [-1.185, -2.570, -2.055], [-3.538, -2.182, -0.551], [-3.096, -3.799, -0.609], [-4.419, -3.322, -1.617], [-2.986, -1.748, -2.888], [-2.618, -3.435, -3.220], [-0.609, -2.097, -2.672], [1.762, -2.095, -0.762], [2.257, -0.709, -0.810], [1.494, 0.113, -1.682], [2.289, -2.578, 0.035], [2.009, -2.661, -1.678], [0.670, -2.056, -0.619], [3.266, -0.635, -1.190], [2.139, -0.315, 0.235], [1.702, 1.041, -1.503], [0.074, 5.319, 0.322], [1.470, 5.400, -0.086], [-0.518, 5.995, -0.288], [0.007, 5.633, 1.368], [-0.348, 4.297, 0.232], [1.586, 5.181, -1.016], [-3.271, 3.931, -0.763], [-2.610, 4.890, -1.590], [-3.906, 4.422, -0.044], [-2.658, 3.141, -0.298], [-4.041, 3.437, -1.435], [-1.880, 4.490, -2.091]], "forces_ev_per_angstrom": [[0.33, -5.77, 1.48], [0.04, 6.18, 4.26], [-0.56, 0.26, -2.33], [0.63, -5.39, -4.17], [-0.20, 0.15, -0.06], [0.36, 2.81, 1.30], [-0.21, 0.10, -1.04], [-0.33, 1.15, 0.81], [-3.17, -3.51, 1.22], [4.03, -1.34, 3.71], [1.64, 4.35, -2.56], [-3.53, 0.96, -3.90], [-0.43, -0.40, -0.44], [1.56, -0.11, 0.63], [-0.22, 0.37, -0.22], [0.65, -0.49, 0.80], [0.55, -0.09, 0.14], [-0.14, 1.03, 2.07], [-0.41, -1.27, -1.18], [-0.71, -0.06, -0.35], [-0.11, -0.17, 0.53], [0.13, -0.67, -0.36], [0.01, 0.32, -0.31], [0.59, -0.25, -0.15], [0.06, 1.04, -0.07], [-0.64, -1.33, 1.07], [3.01, 0.41, 1.26], [-0.43, -0.58, -1.25], [-0.13, 0.06, -0.34], [0.21, 0.75, 0.33], [0.24, 0.08, -0.62], [-0.60, 0.34, 0.47], [-1.69, 0.33, 0.19], [0.27, -0.01, -1.07], [-1.05, -0.31, 2.36], [0.68, 0.35, -0.63], [-0.56, 0.17, -0.12], [0.02, -0.22, -0.75], [1.25, -0.67, -0.47], [0.33, 0.36, -0.58], [0.09, 0.02, 0.10], [-0.76, 0.20, 0.44], [-0.06, 0.12, -0.18], [0.11, -1.17, -1.21], [-2.03, -0.63, -0.67], [0.63, 0.98, 0.38], [-0.31, 1.14, 0.45], [0.55, -0.48, -0.04], [0.32, 0.50, 0.16], [0.89, -0.11, 0.21], [-0.12, 0.16, 0.40], [-0.34, 0.10, -0.06], [-0.57, -0.53, -1.37], [-0.13, 1.78, 0.62], [-0.46, -0.40, -0.29], [-0.11, -0.59, 0.60], [-0.26, 0.21, 0.13], [0.55, -0.45, 0.27], [0.73, -0.20, 0.57], [0.61, 0.02, -0.82], [-0.26, -0.09, 0.09], [0.66, -0.19, -0.52], [-0.69, 0.00, 0.76], [-0.24, 0.05, 0.02], [0.25, -0.02, -0.22], [0.39, 0.47, -0.01], [-0.39, -0.21, 0.16], [-1.26, -0.79, -1.91], [0.06, -0.01, 0.69], [0.30, 0.48, 0.50], [0.04, 0.58, -0.16], [0.74, -0.08, 0.75], [-0.38, 0.22, 0.48]], "lowdin_charge": [0.127, -0.618, 0.169, -0.129, 0.108, 0.166, 0.048, 0.141, 0.196, -0.645, 0.148, -0.065, 0.084, 0.152, 0.134, 0.152, -0.059, -0.297, -0.106, 0.050, 0.069, 0.076, 0.122, 0.077, 0.058, -0.084, -0.364, -0.076, 0.077, 0.052, 0.086, 0.119, 0.075, 0.015, -0.082, -0.277, -0.097, 0.078, 0.100, 0.010, 0.079, 0.102, 0.062, -0.056, -0.290, -0.127, 0.053, 0.060, 0.089, 0.123, 0.116, 0.124, -0.098, -0.321, -0.089, 0.057, 0.091, 0.053, 0.115, 0.103, 0.047, -0.135, -0.129, 0.067, 0.085, 0.053, 0.059, -0.156, -0.144, 0.070, 0.060, 0.085, 0.002], "molar_mass_g_mol": 414.5, "total_energy_ev": -39649.2330, "homo_lumo_gap_ev": 9.3, "multiplicity": 1, "charge": 0, "homo_energy_ev": -9.07}

***

{"formula": "C2H10N2O2", "method": "ωB97M-V/def2-TZVPD", "elements": ["N", "C", "C", "N", "H", "H", "H", "H", "H", "H", "O", "H", "H", "O", "H", "H"], "coordinates": [[-0.838, 0.768, 1.744], [-0.968, 0.637, 0.373], [-0.107, 1.116, -0.528], [-0.244, 0.852, -1.930], [-0.158, 1.388, 2.141], [-1.060, -0.043, 2.291], [-1.939, 0.250, 0.025], [0.752, 1.744, -0.296], [0.051, 1.652, -2.477], [-1.212, 0.695, -2.188], [0.836, -1.482, 1.642], [1.764, -1.402, 1.911], [0.899, -1.205, 0.686], [1.071, -1.792, -0.950], [0.962, -0.960, -1.422], [0.190, -2.218, -1.021]], "forces_ev_per_angstrom": [[-1.23, 0.51, 0.27], [0.15, 0.68, -0.04], [-0.37, 0.08, -0.36], [-0.07, 0.42, -0.17], [0.28, -0.22, -0.18], [0.28, 0.01, 0.02], [0.62, -0.36, 0.16], [0.02, -0.47, 0.27], [0.10, -0.07, 0.00], [0.02, -0.20, 0.07], [0.81, 0.43, -0.44], [-0.38, -0.22, 0.15], [-0.22, -0.67, 1.01], [-0.63, -0.50, -0.42], [-0.19, 0.27, -0.41], [0.80, 0.31, 0.07]], "lowdin_charge": [0.017, -0.250, -0.233, -0.008, 0.080, 0.070, 0.121, 0.114, 0.072, 0.077, -0.112, 0.040, -0.009, -0.069, 0.009, 0.079], "molar_mass_g_mol": 94.1, "total_energy_ev": -9310.6001, "homo_lumo_gap_ev": 8.4, "multiplicity": 1, "charge": 0, "homo_energy_ev": -7.48}

***

{"formula": "C56H45N6O4Pb", "method": "ωB97M-V/def2-TZVPD", "elements": ["Pb", "C", "C", "C", "C", "C", "C", "C", "C", "C", "C", "C", "C", "C", "C", "C", "C", "C", "C", "C", "N", "C", "C", "C", "C", "C", "C", "C", "C", "C", "C", "C", "C", "N", "C", "C", "C", "C", "C", "N", "C", "C", "C", "C", "C", "C", "C", "C", "N", "H", "H", "H", "H", "H", "H", "H", "H", "H", "H", "H", "H", "H", "H", "H", "H", "H", "H", "H", "H", "H", "H", "H", "H", "H", "H", "H", "H", "O", "N", "O", "N", "O", "C", "C", "C", "C", "C", "C", "C", "C", "C", "C", "C", "C", "O", "H", "H", "H", "H", "H", "H", "H", "H", "H", "H", "H", "H", "H", "H", "H", "H", "H"], "coordinates": [[-0.192, -0.183, -1.308], [-3.349, -0.336, 6.458], [-2.963, 0.906, 6.037], [-2.405, 1.072, 4.767], [-2.297, -0.049, 3.925], [-2.632, -1.295, 4.391], [-3.206, -1.446, 5.638], [-1.715, 0.137, 2.584], [-2.430, -0.410, 1.556], [-3.852, -0.998, 1.553], [-4.161, -1.342, 0.321], [-3.007, -1.128, -0.441], [-2.728, -1.596, -1.837], [-4.023, -3.044, -3.305], [-5.417, -3.557, -3.543], [-5.422, -4.616, -4.686], [-4.488, -4.640, -5.597], [-3.352, -3.707, -5.577], [-3.119, -2.976, -4.477], [-2.875, -0.296, -2.720], [-1.977, 0.657, -2.583], [-2.308, 1.748, -3.376], [-1.524, 2.879, -3.509], [-1.853, 3.824, -4.592], [-1.732, 3.575, -5.949], [-1.753, 4.580, -6.905], [-2.000, 5.873, -6.532], [-2.294, 6.152, -5.168], [-2.155, 5.138, -4.258], [-0.271, 3.154, -2.753], [0.902, 3.812, -3.206], [1.769, 3.789, -2.155], [1.013, 3.149, -1.057], [-0.162, 2.750, -1.493], [1.536, 2.838, 0.223], [0.871, 2.193, 1.348], [1.142, 2.395, 2.651], [0.318, 1.579, 3.373], [-0.497, 0.913, 2.412], [-0.149, 1.377, 1.174], [2.950, 3.204, 0.504], [3.361, 4.529, 0.679], [4.708, 4.796, 1.054], [5.534, 3.707, 1.248], [5.166, 2.398, 1.006], [3.849, 2.173, 0.629], [-3.556, 1.412, -4.117], [-3.946, 0.170, -3.641], [-2.049, -0.551, 0.196], [-3.780, -0.498, 7.392], [-3.088, 1.749, 6.676], [-2.075, 2.001, 4.373], [-2.619, -2.158, 3.687], [-3.530, -2.479, 5.978], [-4.487, -1.102, 2.426], [-4.919, -1.876, -0.159], [-5.931, -4.128, -2.740], [-6.200, -5.329, -4.847], [-4.595, -5.293, -6.449], [-2.803, -3.691, -6.519], [-2.217, -2.415, -4.321], [-1.443, 2.558, -6.211], [-1.748, 4.229, -7.899], [-2.050, 6.621, -7.293], [-2.588, 7.185, -4.882], [-2.299, 5.391, -3.196], [1.135, 4.164, -4.247], [2.801, 4.119, -2.108], [1.831, 3.143, 3.054], [0.147, 1.570, 4.436], [2.698, 5.365, 0.636], [4.973, 5.808, 1.333], [6.572, 3.925, 1.605], [5.905, 1.649, 1.245], [3.438, 1.187, 0.549], [-3.851, 2.039, -4.961], [-4.821, -0.342, -3.965], [6.476, -1.612, 2.067], [5.991, -2.166, 1.161], [-6.155, -2.465, -3.954], [-3.833, -2.477, -2.137], [-1.400, -1.935, -1.957], [2.740, -0.832, 5.204], [2.365, -2.169, 4.654], [0.930, -2.150, 4.190], [3.298, -2.897, 3.653], [3.606, -4.221, 3.747], [4.494, -4.876, 2.771], [4.925, -4.231, 1.689], [4.656, -2.806, 1.411], [3.852, -2.746, 0.059], [3.899, -1.385, -0.606], [2.451, -3.249, 0.269], [3.835, -2.077, 2.504], [3.655, -0.834, 2.452], [1.977, -0.529, 5.939], [2.677, -0.079, 4.461], [3.765, -0.844, 5.619], [2.439, -2.806, 5.538], [0.779, -1.213, 3.625], [0.318, -2.191, 5.076], [0.688, -3.022, 3.549], [3.054, -4.841, 4.391], [4.723, -5.913, 2.917], [5.673, -4.802, 1.107], [4.430, -3.463, -0.604], [3.801, -0.597, 0.198], [3.121, -1.305, -1.397], [4.838, -1.142, -1.138], [1.934, -2.576, 0.918], [2.560, -4.261, 0.689], [1.721, -3.387, -0.596]], "forces_ev_per_angstrom": [[-0.29, 0.18, 0.78], [0.11, -1.07, -0.87], [0.61, 0.61, -1.03], [-0.61, -1.46, 0.33], [1.05, 1.43, 0.37], [-1.01, -1.58, -0.78], [-0.12, -1.27, 0.47], [-0.25, -0.38, -0.84], [-1.73, -0.78, -1.05], [1.30, 1.21, 2.57], [0.06, -0.61, -0.62], [1.42, 0.36, -0.45], [-0.44, 1.21, -1.90], [0.17, 0.94, 1.33], [-1.77, -1.11, -1.49], [-0.06, 0.91, 1.27], [1.35, 0.51, -1.45], [-0.87, -0.64, 0.09], [0.16, -0.14, 0.51], [-1.03, 1.56, -0.08], [-0.07, -1.09, 0.49], [0.52, 0.90, -0.84], [-0.24, -1.69, -0.26], [0.20, 1.21, -0.38], [0.94, -1.24, 0.63], [-0.68, -0.71, 0.99], [-0.73, 0.29, 1.09], [0.43, 0.75, -1.68], [-0.45, 0.75, 1.80], [-1.70, -0.83, 0.21], [1.07, 0.64, -1.51], [-0.20, -0.27, 0.85], [3.54, 0.07, 1.28], [-2.63, -0.43, -0.84], [-0.55, 0.50, -0.33], [0.45, 0.94, -4.07], [1.99, 1.15, 3.42], [-1.08, -0.30, 0.45], [-0.17, 0.96, -0.93], [-1.48, -2.29, -0.29], [-0.46, 1.47, -0.28], [1.70, -0.18, 0.48], [-2.13, -0.81, -0.06], [2.21, 1.00, 0.33], [-0.44, 0.63, 0.18], [0.57, -0.69, 0.60], [1.22, -1.06, 1.09], [1.07, 1.66, -0.69], [1.18, 0.58, 0.96], [-0.64, 0.05, 1.56], [-0.06, 0.52, 0.39], [0.04, 0.79, -0.01], [0.37, 0.71, 0.68], [0.42, 1.50, -0.38], [0.16, 0.16, -0.05], [-1.54, -0.46, -0.05], [0.76, 0.51, 0.75], [-0.95, -0.12, 0.48], [0.17, -0.16, -0.27], [0.48, 0.31, 0.52], [0.28, 0.40, -0.26], [-0.28, 0.10, -0.30], [0.45, 0.18, -1.24], [-0.08, 0.55, -0.20], [0.34, -0.95, -0.06], [0.08, -0.23, -0.46], [-0.49, -0.32, 1.29], [-0.26, 0.03, -0.06], [-0.11, -0.50, -0.13], [0.33, -0.12, 0.12], [-0.63, 0.18, -0.23], [0.28, -0.06, -0.20], [-0.93, -0.36, -0.31], [-0.26, -0.47, -0.27], [0.11, -0.38, -0.08], [-0.60, -0.38, 0.56], [-0.48, -0.91, 0.04], [0.54, 0.92, 1.57], [-0.15, -0.87, -1.85], [0.58, -0.23, 0.08], [0.22, -1.42, -1.56], [0.13, -0.55, -0.06], [0.64, 0.50, 0.47], [0.71, -2.01, 0.20], [-0.03, -0.16, -1.08], [0.05, 0.84, -0.08], [0.12, 1.65, -1.87], [-0.97, 0.84, 0.26], [1.61, -1.31, 0.68], [-1.65, 0.58, -0.02], [1.48, -0.62, -1.72], [0.15, 1.48, 0.15], [-0.93, -1.38, -0.83], [0.27, 1.96, 0.80], [0.45, -3.29, -0.21], [0.45, -0.31, 0.20], [0.18, 0.76, -0.82], [-0.57, 0.17, 0.06], [-0.25, -0.46, -0.01], [-0.34, -0.47, 0.18], [-0.60, 0.25, 0.13], [0.02, 0.50, 0.33], [-0.29, -0.60, 1.32], [0.19, -0.32, 0.06], [-0.63, 0.76, -0.28], [-0.72, 0.58, 0.57], [-0.32, -0.79, -1.17], [0.21, 0.08, 0.77], [-0.17, -0.43, 0.43], [-0.49, 0.27, 0.81], [-0.51, 0.34, 0.32], [1.53, 0.43, 0.50]], "lowdin_charge": [1.393, -0.106, -0.073, -0.007, -0.193, -0.069, -0.079, -0.053, -0.141, 0.025, -0.005, -0.246, -0.562, -0.200, -0.500, -0.041, -0.148, -0.069, -0.023, -0.126, -0.010, -0.204, -0.024, -0.216, -0.038, -0.091, -0.084, -0.069, -0.047, -0.254, -0.033, 0.003, -0.293, 0.077, 0.010, -0.335, -0.055, -0.047, -0.232, 0.086, -0.214, -0.017, -0.075, -0.120, -0.054, -0.017, 0.041, 0.059, 0.039, 0.079, 0.094, 0.105, 0.135, 0.125, 0.106, 0.100, 0.113, 0.086, 0.078, 0.094, 0.090, 0.126, 0.091, 0.089, 0.112, 0.132, 0.127, 0.103, 0.123, 0.097, 0.108, 0.095, 0.111, 0.102, 0.085, 0.108, 0.085, 0.075, 0.043, -0.256, 0.164, -0.361, -0.079, -0.394, -0.052, -0.077, 0.012, -0.059, -0.061, -0.356, -0.358, -0.070, -0.053, -0.222, 0.075, 0.092, 0.042, 0.097, 0.123, 0.078, 0.074, 0.095, 0.100, 0.099, 0.132, 0.152, 0.060, 0.070, 0.083, 0.069, 0.087, 0.115], "molar_mass_g_mol": 1073.2, "total_energy_ev": -81173.1406, "homo_lumo_gap_ev": 4.3, "multiplicity": 1, "charge": -1, "homo_energy_ev": -3.68}